(1)
C46H48Cl2O28 | the ωB97M-V functional and the def2-TZVPD basis

Geometry (Å):
O (6.463, 3.701, -3.142)
C (5.339, 3.625, -2.606)
C (4.347, 4.718, -2.714)
C (3.137, 4.730, -2.139)
O (2.172, 5.687, -2.445)
C (2.691, 3.621, -1.246)
O (1.673, 3.604, -0.549)
C (3.649, 2.484, -1.360)
C (4.825, 2.430, -1.954)
O (5.729, 1.398, -1.854)
H (4.525, 5.598, -3.314)
H (1.342, 5.475, -2.013)
H (3.295, 1.531, -0.995)
H (6.397, 1.405, -2.544)
O (-3.760, -0.111, 7.221)
C (-2.708, 0.043, 6.642)
C (-1.423, -0.108, 7.317)
C (-0.286, 0.144, 6.666)
O (0.825, 0.024, 7.451)
C (-0.078, 0.671, 5.282)
O (1.008, 0.958, 4.754)
C (-1.386, 0.761, 4.615)
C (-2.576, 0.510, 5.232)
O (-3.777, 0.389, 4.564)
H (-1.475, -0.542, 8.305)
H (1.517, 0.669, 7.285)
H (-1.418, 0.937, 3.550)
H (-4.469, 0.074, 5.150)
O (-5.418, 3.247, 0.298)
C (-5.513, 2.243, -0.365)
C (-4.989, 1.001, 0.115)
C (-5.124, -0.150, -0.514)
O (-4.309, -1.180, -0.103)
C (-5.776, -0.342, -1.841)
O (-5.851, -1.455, -2.375)
C (-6.172, 0.985, -2.436)
C (-6.106, 2.144, -1.731)
O (-6.386, 3.338, -2.314)
H (-4.415, 0.914, 1.026)
H (-4.473, -1.937, -0.670)
H (-6.528, 1.024, -3.455)
H (-6.002, 4.089, -1.856)
O (3.968, 2.346, 1.864)
C (3.804, 1.200, 2.268)
C (2.526, 0.468, 2.003)
C (2.254, -0.774, 2.452)
O (1.117, -1.341, 1.951)
C (3.171, -1.574, 3.274)
O (2.910, -2.648, 3.775)
C (4.386, -0.827, 3.567)
C (4.682, 0.411, 3.153)
O (5.818, 1.075, 3.603)
H (1.795, 0.985, 1.399)
H (0.952, -2.136, 2.464)
H (5.011, -1.214, 4.358)
H (5.799, 2.011, 3.390)
O (3.905, -3.661, -5.392)
C (3.129, -2.771, -5.207)
C (3.540, -1.475, -5.651)
C (2.847, -0.323, -5.571)
O (3.421, 0.842, -5.870)
C (1.520, -0.221, -4.944)
O (0.895, 0.857, -4.779)
C (1.034, -1.552, -4.612)
C (1.701, -2.753, -4.713)
O (1.228, -3.986, -4.299)
H (4.585, -1.437, -5.920)
H (2.711, 1.475, -6.000)
H (0.134, -1.551, -4.015)
H (1.775, -4.643, -4.736)
O (-4.490, -6.120, -2.101)
C (-3.891, -5.375, -2.837)
C (-3.307, -5.722, -4.153)
C (-2.641, -4.875, -4.939)
O (-2.006, -5.298, -6.103)
C (-2.379, -3.447, -4.540)
O (-2.005, -2.594, -5.369)
C (-2.763, -3.161, -3.236)
C (-3.554, -4.021, -2.466)
O (-3.979, -3.631, -1.201)
H (-3.321, -6.762, -4.446)
H (-1.751, -4.468, -6.512)
H (-2.505, -2.207, -2.802)
H (-4.472, -4.314, -0.741)
C (-1.918, 7.041, 3.206)
O (-1.309, 7.688, 2.080)
C (-0.918, 6.740, 1.068)
C (0.492, 6.241, 1.323)
O (0.671, 5.565, 2.538)
C (0.215, 4.263, 2.772)
H (-2.460, 6.129, 2.959)
H (-2.543, 7.715, 3.793)
H (-1.185, 6.849, 3.990)
H (-0.765, 7.338, 0.169)
H (-1.670, 5.973, 0.880)
H (1.114, 7.126, 1.189)
H (0.804, 5.691, 0.435)
H (0.582, 3.513, 2.071)
H (-0.871, 4.351, 2.748)
H (0.430, 3.934, 3.789)
C (3.883, -7.160, 1.546)
O (3.034, -6.314, 0.768)
C (1.723, -6.041, 1.355)
C (0.817, -5.316, 0.311)
O (-0.228, -4.588, 1.042)
C (-0.974, -3.795, 0.156)
H (4.185, -6.780, 2.522)
H (4.806, -7.220, 0.970)
H (3.356, -8.114, 1.544)
H (2.017, -5.382, 2.171)
H (1.270, -6.925, 1.805)
H (0.370, -6.102, -0.297)
H (1.279, -4.585, -0.353)
H (-1.792, -3.248, 0.624)
H (-1.426, -4.273, -0.713)
H (-0.288, -3.057, -0.261)
Cl (-0.442, -0.553, -1.414)
C (-0.427, 1.083, -0.847)
C (-1.722, 1.319, -0.023)
Cl (-1.934, 3.058, 0.300)
H (-0.375, 1.745, -1.711)
H (0.381, 1.204, -0.126)
H (-1.673, 0.776, 0.921)
H (-2.582, 0.977, -0.598)

2S+1: 1
HOMO (eV): -9.0057
LUMO energy (eV): -2.27
Structure (SMILES): O=C1C=C(O)C(=O)C=C1O.O=C1C=C(O)C(=O)C=C1O.O=C1C=C(O)C(=O)C=C1O.O=C1C=C(O)C(=O)C=C1O.O=C1C=C(O)C(=O)C=C1O.O=C1C=C(O)C(=O)C=C1O.COCCOC.COCCOC.ClCCCl

(2)
C6H12O | the ωB97M-V functional and the def2-TZVPD basis

Geometry (Å):
C (-2.442, 0.406, 0.318)
C (-1.050, -0.209, 0.251)
C (-0.531, -0.933, -0.994)
O (0.737, -1.380, -0.548)
C (1.297, -0.331, 0.283)
C (2.513, 0.242, -0.419)
C (0.158, 0.676, 0.546)
H (-3.199, -0.350, 0.073)
H (-2.589, 1.276, -0.334)
H (-2.634, 0.718, 1.354)
H (-1.029, -1.007, 1.004)
H (-1.167, -1.787, -1.245)
H (-0.429, -0.294, -1.896)
H (1.597, -0.779, 1.242)
H (3.255, -0.547, -0.577)
H (2.970, 1.042, 0.176)
H (2.224, 0.647, -1.397)
H (0.224, 1.539, -0.138)
H (0.150, 1.068, 1.570)

2S+1: 1
HOMO (eV): -9.5503
LUMO energy (eV): 1.09
Structure (SMILES): C[C@H]1CO[C@@H](C)C1

(3)
C42H50N7O7S2W | the ωB97M-V functional and the def2-TZVPD basis

Geometry (Å):
W (-0.127, -1.050, 0.219)
C (-1.042, 1.261, 2.757)
C (-0.048, 1.754, 1.762)
C (0.483, 3.033, 1.973)
C (1.357, 3.589, 1.081)
C (1.698, 2.863, -0.059)
C (1.160, 1.613, -0.230)
N (0.307, 1.045, 0.678)
C (1.529, 0.791, -1.405)
C (2.263, 1.229, -2.495)
C (2.584, 0.319, -3.489)
C (2.196, -1.009, -3.384)
C (1.446, -1.394, -2.289)
N (1.107, -0.480, -1.367)
C (0.998, -2.777, -1.998)
C (1.315, -3.825, -2.828)
C (0.930, -5.111, -2.464)
C (0.226, -5.289, -1.298)
C (-0.105, -4.193, -0.501)
C (-0.953, -4.416, 0.711)
N (0.295, -2.955, -0.840)
H (-1.981, 1.785, 2.555)
H (-0.707, 1.526, 3.758)
H (-1.198, 0.193, 2.715)
H (0.188, 3.564, 2.868)
H (1.781, 4.569, 1.257)
H (2.387, 3.266, -0.784)
H (2.583, 2.257, -2.573)
H (3.159, 0.641, -4.348)
H (2.486, -1.721, -4.141)
H (1.871, -3.659, -3.737)
H (1.177, -5.955, -3.093)
H (-0.103, -6.274, -0.993)
H (-1.814, -5.031, 0.444)
H (-1.296, -3.492, 1.167)
H (-0.390, -4.968, 1.466)
C (-3.336, -2.384, 3.138)
C (-4.020, -1.178, 2.520)
S (-3.605, -1.012, 0.780)
O (-2.074, -0.772, 0.823)
C (-4.327, 0.599, 0.446)
C (-4.566, 0.818, -1.038)
H (-3.627, -2.457, 4.185)
H (-2.252, -2.286, 3.091)
H (-3.638, -3.309, 2.644)
H (-3.748, -0.240, 3.006)
H (-5.109, -1.278, 2.528)
H (-3.644, 1.342, 0.865)
H (-5.263, 0.603, 1.011)
H (-3.624, 0.855, -1.582)
H (-5.056, 1.783, -1.169)
H (-5.219, 0.056, -1.463)
C (8.002, 1.055, 2.596)
C (6.794, 0.293, 2.144)
C (5.633, 0.950, 1.737)
C (4.516, 0.245, 1.326)
C (4.565, -1.143, 1.319)
C (5.709, -1.827, 1.721)
C (6.811, -1.105, 2.130)
S (3.229, -2.070, 0.702)
O (2.066, -1.162, 0.803)
O (3.486, -2.625, -0.593)
N (2.958, -3.311, 1.704)
C (2.839, -3.106, 3.163)
C (1.390, -2.931, 3.612)
C (0.864, -1.627, 3.062)
O (-0.021, -1.773, 2.058)
O (1.239, -0.555, 3.453)
H (7.831, 2.129, 2.579)
H (8.856, 0.833, 1.954)
H (8.277, 0.765, 3.610)
H (5.604, 2.032, 1.757)
H (3.608, 0.760, 1.043)
H (5.746, -2.910, 1.713)
H (7.702, -1.631, 2.449)
H (3.389, -4.167, 1.379)
H (3.420, -2.231, 3.460)
H (3.284, -3.973, 3.646)
H (1.373, -2.875, 4.701)
H (0.782, -3.772, 3.284)
N (-4.532, -1.353, -6.094)
C (-3.872, -1.285, -5.157)
C (-3.045, -1.193, -3.989)
C (-3.116, -2.160, -2.988)
C (-2.302, -2.021, -1.887)
N (-1.440, -1.002, -1.727)
C (-1.387, -0.072, -2.688)
C (-2.166, -0.131, -3.829)
H (-3.787, -3.003, -3.067)
H (-2.333, -2.763, -1.100)
H (-0.735, 0.773, -2.534)
H (-2.087, 0.649, -4.572)
O (-2.558, 3.317, 0.558)
C (-2.081, 3.316, -0.605)
O (-1.619, 2.361, -1.250)
C (-2.152, 4.675, -1.340)
N (-2.810, 5.650, -0.389)
C (-4.089, 6.137, -1.022)
C (-3.815, 5.991, -2.509)
C (-3.049, 4.669, -2.585)
H (-1.148, 5.032, -1.562)
H (-2.200, 6.428, -0.156)
H (-2.961, 5.057, 0.457)
H (-4.303, 7.146, -0.682)
H (-4.883, 5.472, -0.689)
H (-3.199, 6.820, -2.864)
H (-4.734, 5.987, -3.090)
H (-2.465, 4.567, -3.495)
H (-3.739, 3.825, -2.535)

2S+1: 3
HOMO (alpha / beta) (eV): -15.6359 / -15.7801
Charge: +3
LUMO energy (alpha / beta) (eV): -8.32 / -8.26
<S²>: 2.0097

(4)
C2H6N2S | the ωB97M-V functional and the def2-TZVPD basis

Geometry (Å):
C (-0.479, 0.852, 1.496)
N (-0.663, -0.509, 1.078)
C (-0.319, -0.843, -0.111)
N (0.325, -0.080, -1.089)
S (0.625, -0.710, -2.622)
H (-1.010, 1.550, 0.844)
H (-0.908, 0.842, 2.474)
H (0.565, 1.159, 1.549)
H (-0.574, -1.828, -0.405)
H (0.627, 0.875, -0.852)
H (1.812, -1.306, -2.361)

2S+1: 1
HOMO (eV): -9.2228
LUMO energy (eV): 0.72
Structure (SMILES): C/N=C\NS

(5)
C14H28Cl14F4MgN2O8S4 | the ωB97M-V functional and the def2-TZVPD basis

Geometry (Å):
Mg (2.002, -1.588, 1.938)
N (3.842, -1.919, 2.063)
S (5.207, -1.243, 2.611)
O (5.983, -0.531, 1.683)
O (5.784, -2.008, 3.651)
F (4.475, -0.014, 3.352)
S (4.538, -3.252, 1.277)
O (4.696, -4.367, 2.113)
O (5.456, -2.955, 0.257)
F (3.158, -3.515, 0.485)
N (0.957, -1.050, 0.504)
S (1.294, -0.928, -1.092)
O (1.335, 0.414, -1.534)
O (0.878, -2.006, -1.887)
F (2.856, -1.190, -0.890)
S (-0.385, -0.057, 0.583)
O (-1.475, -0.555, -0.161)
O (-0.162, 1.310, 0.842)
F (-0.751, -0.546, 2.071)
Cl (-3.037, 2.327, 2.372)
C (-4.403, 1.205, 2.624)
C (-3.996, 0.066, 3.515)
Cl (-5.339, -1.136, 3.502)
H (-4.741, 0.851, 1.650)
H (-5.244, 1.767, 3.023)
H (-3.797, 0.392, 4.536)
H (-3.108, -0.501, 3.256)
Cl (0.197, 7.158, 2.330)
C (0.714, 5.571, 1.704)
C (-0.115, 4.438, 2.239)
Cl (0.178, 4.202, 3.978)
H (1.754, 5.436, 1.997)
H (0.705, 5.623, 0.617)
H (0.102, 3.505, 1.725)
H (-1.182, 4.539, 2.037)
Cl (-4.452, -1.733, -0.264)
C (-4.726, -1.534, -2.017)
C (-3.932, -0.374, -2.530)
Cl (-4.581, 1.223, -2.056)
H (-5.807, -1.482, -2.121)
H (-4.433, -2.451, -2.528)
H (-3.850, -0.334, -3.615)
H (-2.916, -0.454, -2.149)
Cl (-0.133, 1.458, -4.085)
C (-1.601, 2.342, -3.666)
C (-1.610, 2.936, -2.277)
Cl (-0.160, 3.999, -2.076)
H (-2.461, 1.678, -3.730)
H (-1.774, 3.119, -4.407)
H (-1.434, 2.177, -1.519)
H (-2.512, 3.499, -2.068)
Cl (-2.168, -6.284, 2.625)
C (-3.234, -5.289, 3.628)
C (-3.388, -3.878, 3.139)
Cl (-1.874, -2.957, 2.996)
H (-2.875, -5.306, 4.661)
H (-4.197, -5.780, 3.777)
H (-4.107, -3.305, 3.717)
H (-3.778, -3.901, 2.120)
Cl (4.970, -2.564, -2.951)
C (3.612, -2.298, -4.087)
C (2.894, -3.596, -4.284)
Cl (1.563, -3.395, -5.473)
H (4.040, -1.878, -4.991)
H (2.919, -1.585, -3.654)
H (2.414, -4.006, -3.398)
H (3.537, -4.412, -4.612)
Cl (3.630, 2.001, 0.170)
C (3.743, 2.643, -1.494)
C (3.115, 4.019, -1.535)
Cl (4.216, 5.255, -0.825)
H (3.088, 2.039, -2.122)
H (4.778, 2.609, -1.812)
H (2.233, 4.043, -0.907)
H (2.877, 4.314, -2.553)

2S+1: 1
HOMO (eV): -10.5075
LUMO energy (eV): -2.56

(6)
C5H36N2O13 | the ωB97M-V functional and the def2-TZVPD basis

Geometry (Å):
C (0.010, -0.383, -3.291)
C (0.642, -1.540, -2.476)
N (1.139, -1.122, -1.199)
C (0.254, -1.639, -0.089)
C (-1.230, -1.180, 0.079)
N (-1.657, -0.139, 0.983)
C (-0.725, 0.046, 2.120)
O (-2.142, -1.581, -0.766)
H (-0.582, -0.979, -3.976)
H (0.565, 0.420, -3.675)
H (-0.877, -0.184, -2.708)
H (0.059, -2.417, -2.449)
H (1.450, -1.993, -3.154)
H (1.233, -0.122, -1.041)
H (0.817, -1.397, 0.879)
H (0.200, -2.736, -0.330)
H (-2.616, -0.025, 1.308)
H (0.249, 0.456, 1.688)
H (-1.064, 0.986, 2.594)
H (-0.391, -0.760, 2.788)
H (-1.781, 2.213, -2.341)
H (-0.918, 2.101, -1.060)
O (-1.063, 1.693, -1.945)
H (1.717, 2.573, 0.281)
H (0.620, 3.689, 0.760)
O (0.834, 2.769, 0.626)
H (-1.243, -3.687, 2.525)
H (-1.763, -2.386, 1.828)
O (-0.970, -2.829, 2.149)
H (2.890, 0.412, 2.143)
H (3.622, -0.641, 2.766)
O (2.721, -0.268, 2.816)
H (-1.287, 3.353, 1.475)
H (-1.521, 2.044, 0.774)
O (-1.653, 2.998, 0.632)
H (-0.182, -4.052, 0.670)
H (1.440, -3.976, 0.615)
O (0.654, -4.514, 0.627)
H (-4.639, -0.035, 0.216)
H (-3.758, -1.294, 0.040)
O (-4.487, -0.905, 0.621)
H (-3.371, 0.222, -1.774)
H (-2.875, 1.135, -0.685)
O (-3.602, 1.038, -1.307)
H (3.349, 2.798, -1.253)
H (2.374, 1.785, -1.893)
O (2.948, 1.932, -1.117)
H (1.073, 1.214, 4.322)
H (0.607, -0.095, 4.768)
O (0.241, 0.779, 4.586)
H (3.370, -0.567, 0.673)
H (3.966, 0.274, -0.549)
O (4.111, -0.041, 0.345)
H (0.563, 2.044, -2.546)
H (1.410, 2.048, -3.959)
O (1.268, 2.465, -3.112)

2S+1: 2
HOMO (alpha / beta) (eV): -0.5443 / -4.5280
Charge: -1
LUMO energy (alpha / beta) (eV): 2.34 / 2.32
<S²>: 0.7537

(7)
C20H23N5O2 | the ωB97M-V functional and the def2-TZVPD basis

Geometry (Å):
C (-6.895, -2.267, -0.802)
O (-6.452, -1.501, 0.289)
C (-5.226, -0.899, 0.202)
C (-4.369, -0.976, -0.886)
C (-3.147, -0.323, -0.864)
C (-2.750, 0.435, 0.233)
N (-1.565, 1.173, 0.259)
C (-0.834, 1.401, -0.969)
C (-0.009, 2.684, -0.787)
N (0.899, 2.531, 0.324)
C (2.227, 2.305, 0.292)
O (2.871, 2.117, 1.311)
C (2.937, 2.309, -1.064)
C (4.038, 1.253, -1.004)
N (3.439, -0.028, -0.740)
N (2.148, -0.271, -0.985)
N (1.828, -1.444, -0.616)
C (2.928, -2.051, -0.091)
C (3.126, -3.321, 0.451)
C (4.390, -3.618, 0.902)
C (5.442, -2.692, 0.827)
C (5.273, -1.436, 0.295)
C (3.998, -1.124, -0.164)
C (0.176, 2.269, 1.555)
C (-0.659, 0.999, 1.377)
C (-3.624, 0.508, 1.323)
C (-4.832, -0.149, 1.311)
H (-7.878, -2.643, -0.520)
H (-6.228, -3.114, -0.998)
H (-6.987, -1.661, -1.710)
H (-4.630, -1.550, -1.762)
H (-2.497, -0.429, -1.718)
H (-0.154, 0.569, -1.209)
H (-1.541, 1.551, -1.786)
H (-0.690, 3.507, -0.545)
H (0.518, 2.937, -1.704)
H (3.379, 3.292, -1.234)
H (2.262, 2.062, -1.878)
H (4.595, 1.217, -1.948)
H (4.725, 1.480, -0.184)
H (2.314, -4.027, 0.508)
H (4.588, -4.589, 1.330)
H (6.414, -2.982, 1.199)
H (6.083, -0.725, 0.240)
H (-0.475, 3.120, 1.774)
H (0.904, 2.144, 2.358)
H (0.024, 0.154, 1.188)
H (-1.221, 0.792, 2.285)
H (-3.359, 1.102, 2.184)
H (-5.504, -0.089, 2.153)

2S+1: 1
HOMO (eV): -7.3343
LUMO energy (eV): 0.62
Structure (SMILES): COc1ccc(N2CCN(C(=O)CCn3nnc4ccccc43)CC2)cc1

(8)
C5H10O | the ωB97M-V functional and the def2-TZVPD basis

Geometry (Å):
C (-2.208, -0.610, 0.518)
C (-1.397, 0.552, 0.043)
O (-1.855, 1.555, -0.423)
C (0.263, 0.387, 0.198)
C (0.715, -0.401, -1.026)
C (0.927, 1.742, 0.297)
H (-2.330, -0.514, 1.595)
H (-1.724, -1.558, 0.309)
H (-3.193, -0.580, 0.055)
H (0.430, -0.203, 1.104)
H (0.482, 0.148, -1.936)
H (1.790, -0.572, -0.991)
H (0.218, -1.370, -1.073)
H (0.752, 2.315, -0.609)
H (2.001, 1.618, 0.433)
H (0.535, 2.303, 1.143)

2S+1: 1
HOMO (eV): -9.2479
LUMO energy (eV): 1.00
Structure (SMILES): CC(=O)C(C)C

(9)
C11H18N2 | the ωB97M-V functional and the def2-TZVPD basis

Geometry (Å):
C (3.861, -0.186, 0.009)
C (3.260, 0.689, -0.869)
C (3.053, -0.973, 0.861)
C (1.897, 0.578, -1.022)
C (1.667, -0.904, 0.638)
C (-2.450, -1.349, -0.695)
C (-0.894, -1.538, -0.912)
C (-2.597, 0.081, -0.138)
C (-0.295, -0.206, -0.524)
C (-1.166, 2.008, 0.206)
C (-0.991, 0.220, 1.690)
N (1.097, -0.195, -0.349)
N (-1.247, 0.523, 0.298)
H (4.951, -0.239, 0.205)
H (3.892, 1.242, -1.461)
H (3.508, -1.438, 1.623)
H (1.277, 1.251, -1.711)
H (1.016, -1.272, 1.369)
H (-2.964, -1.414, -1.601)
H (-2.860, -2.177, 0.014)
H (-0.439, -2.356, -0.239)
H (-0.746, -1.732, -2.024)
H (-2.864, 0.673, -1.008)
H (-3.426, 0.210, 0.718)
H (-0.248, 1.094, -2.077)
H (-1.798, 2.511, 0.898)
H (-0.151, 2.219, 0.432)
H (-1.517, 2.261, -0.871)
H (-0.015, 0.574, 2.156)
H (-1.727, 0.759, 2.386)
H (-1.083, -0.913, 2.000)

2S+1: 1
HOMO (alpha / beta) (eV): -17.8462 / -17.9478
Charge: +2
LUMO energy (alpha / beta) (eV): -8.77 / -8.82